(1)
# C21H30F6NO19Si

A 7-piece molecular cluster, C21H30F6NO19Si overall (ωB97M-V/def2-TZVPD, the Open Molecules 2025 dataset).

Structure (XYZ):
```
78
Properties=species:S:1:pos:R:3:lowdin_charge:R:1
Si 4.42047 2.08148 -1.15267 0.577
F 2.07512 6.30909 4.92557 0.068
F -1.58325 -0.01188 -3.80445 0.072
F -4.56656 -7.61644 3.60890 0.086
F -6.27225 -3.47550 -5.81651 0.086
F -3.36539 -1.90511 2.68873 0.093
F -3.38810 2.37714 2.94642 0.104
O -4.03113 -3.72594 -5.85621 0.140
O -3.37612 -5.71108 3.81025 0.139
O 3.25456 3.13188 1.15764 -0.053
O 2.00748 3.14464 8.02271 0.204
O 2.18020 5.02084 6.77699 0.136
O -1.32169 -6.53767 3.94887 0.078
O -2.12861 -2.13973 0.81421 0.141
O 0.96410 2.64739 2.34236 0.136
O 2.59857 3.04187 5.84858 0.076
O -1.96491 -3.83203 -6.74627 0.171
O -0.69523 3.82492 1.38725 0.090
O 0.53237 0.46579 -4.43588 0.114
O -3.51534 -2.42809 -7.58183 0.071
O -0.47072 -0.73115 1.25835 0.059
O -1.13930 2.45985 3.06847 0.145
O -0.69721 -1.54576 -0.82650 0.168
O 2.68364 0.10219 -4.98541 0.158
O -1.68433 -4.37589 4.45940 0.164
O 1.10072 -1.43782 -5.42808 0.097
N 3.34914 3.41053 -0.22265 -0.015
C -2.17856 -7.65764 3.71187 -0.039
C -3.44401 -6.98798 3.20134 -0.310
C -1.29104 -0.75702 2.42814 -0.044
C 2.60308 3.98952 4.78861 -0.061
C 3.16231 1.10532 -2.06484 -0.159
C -4.92385 -2.27746 -7.38461 -0.040
C 2.23574 3.67239 6.99508 -0.540
C -0.19316 2.95433 2.26808 -0.540
C 5.33044 1.14517 0.13656 -0.156
C -2.34211 3.21462 2.88008 -0.280
C -0.68764 -0.15034 -4.81076 -0.306
C 1.55715 -0.27076 -4.95647 -0.557
C -2.13291 3.78696 1.48515 -0.010
C -5.10679 -2.81386 -5.97412 -0.313
C -3.06062 -3.37894 -6.73710 -0.558
C 5.52844 3.09110 -2.23020 -0.159
C -2.10132 -2.02558 2.23370 -0.297
C -2.08332 -5.43850 4.11191 -0.553
C 2.76294 5.30498 5.53022 -0.313
C -0.27029 -1.59100 -5.04296 -0.025
C -1.06743 -1.47954 0.29715 -0.558
H -2.38966 -8.15956 4.65770 0.148
H -0.67005 -0.75471 3.31827 0.149
H -2.53291 4.78298 1.33253 0.147
H -0.83203 -2.10507 -5.81511 0.114
H -5.20243 -1.23729 -7.51644 0.140
H 5.95210 2.41019 -2.97633 0.055
H 2.41905 3.44920 -0.64640 0.153
H -1.95950 0.10530 2.42038 0.121
H -5.45932 -2.91587 -8.08924 0.148
H -2.51744 3.08846 0.74105 0.151
H -0.32327 -2.14530 -4.10383 0.152
H 2.31911 2.86422 1.34030 0.067
H -2.40949 3.94848 3.68387 0.181
H -5.02060 -2.06731 -5.18169 0.172
H 5.84193 0.33658 -0.40241 0.057
H 1.63119 3.97858 4.28720 0.122
H 6.09117 1.73021 0.65764 0.050
H 3.39761 3.75855 4.08536 0.135
H 2.68977 1.64817 -2.88809 0.042
H 6.35605 3.51999 -1.65762 0.046
H 5.03920 3.90272 -2.77611 0.045
H 2.37020 0.71620 -1.41478 0.054
H -1.65525 -2.92233 2.66094 0.148
H -1.70699 -8.33668 3.00961 0.141
H -3.49112 -6.85717 2.11839 0.173
H 3.79193 5.63757 5.67982 0.174
H 3.67509 0.24496 -2.50860 0.057
H -1.07886 0.35998 -5.69366 0.173
H 3.72681 4.35754 -0.28294 0.155
H 4.68446 0.68214 0.88511 0.047
```

Calculated values
Lowest unoccupied orbital energy: -2.754 eV
2S+1: 1
Net charge: +1
Orbital gap: 10.49 eV

(2)
# C4H9N2

C4H9N2 as an isolated structure (ωB97M-V/def2-TZVPD, the Open Molecules 2025 dataset).

Structure (XYZ):
```
15
Properties=species:S:1:pos:R:3:nbo_charge:R:1
N 0.46182 -0.91938 1.72563 -0.375
N -1.09411 -0.54903 -0.27676 -0.516
C -1.18901 0.50011 -1.35649 -0.439
C 1.40625 0.27261 0.30619 -0.465
C -0.12898 -0.00714 0.75782 0.061
C 1.69343 -0.60666 1.45199 0.130
H 1.60365 -0.01372 -0.70917 0.235
H -2.01599 1.13920 -1.19691 0.240
H -2.10483 -0.81301 0.00704 0.468
H -1.34362 0.15438 -2.35860 0.248
H -0.60850 0.72272 1.37144 0.239
H -0.73902 -1.24645 -0.86525 0.439
H 1.79603 1.29549 0.45457 0.255
H 2.46587 -0.96586 2.08949 0.240
H -0.20301 1.03673 -1.40100 0.240
```

Calculated values
Lowest unoccupied orbital energy: -3.588 eV
2S+1: 1
Relative energy (zero: lowest compared OMol25 entry of this formula, charge and spin): 76.0 kcal/mol
Net charge: +1
Orbital gap: 10.73 eV

(3)
# C50H42N4OP2SSbSe2Tl

C50H42N4OP2SSbSe2Tl as an isolated structure (ωB97M-V/def2-TZVPD, the Open Molecules 2025 dataset).

Structure (XYZ):
```
104
Properties=species:S:1:pos:R:3:lowdin_charge:R:1
Tl 0.17380 -0.13670 0.45770 0.627
Sb -2.45620 -1.02200 3.13170 1.389
Se 6.61270 0.16040 2.09090 0.696
Se -0.03860 2.67420 -0.18240 0.407
S -0.32070 -0.06770 3.20240 0.062
P 2.12800 2.93830 -0.09440 0.700
P 6.14830 1.41970 0.42920 0.665
O -2.19850 -0.60870 -0.65910 -0.172
N 4.48480 -0.30150 -0.15640 -0.032
N -0.08490 -2.34320 -0.76070 0.015
N 3.30680 -0.74500 -0.40490 -0.036
N 2.44970 0.24680 -0.40240 -0.144
C -3.07950 -0.75990 5.16730 -0.347
C 8.00930 0.17270 -3.55750 -0.047
C 5.77110 3.56190 2.08300 -0.113
C 8.30490 -0.54630 -2.41170 -0.050
C -3.46550 1.44870 1.65730 -0.135
C 2.53860 5.10250 3.89160 -0.058
C 6.69010 1.70850 -2.27250 -0.086
C -2.17140 -3.08010 2.54910 -0.333
C -4.23310 2.19380 0.77610 -0.061
C 4.43180 1.03670 0.03160 -0.395
C 5.93320 4.85700 2.53260 -0.062
C -4.31480 -1.20750 5.60180 -0.118
C -2.44720 -1.88540 -1.22410 -0.157
C 2.09610 4.96300 -3.62600 -0.050
C 2.46370 3.79400 1.46540 -0.369
C 3.08930 1.40880 -0.12000 -0.380
C 1.69870 4.25760 -2.50550 -0.102
C 2.79060 5.14320 1.50340 -0.074
C -5.44690 0.21730 0.14420 -0.065
C -3.70990 0.09210 1.78000 -0.348
C 2.18250 3.09310 2.63680 -0.103
C -2.96580 -5.27550 2.04010 -0.065
C -3.79930 -0.36890 7.79590 -0.056
C -2.56860 0.07990 7.34480 -0.062
C 6.36590 3.16570 0.88820 -0.362
C 4.35040 5.01300 -2.79430 -0.062
C 6.67690 5.75740 1.78710 -0.037
C 3.42200 5.33420 -3.77370 -0.048
C 3.96150 4.31060 -1.66780 -0.099
C -4.70430 -0.52910 1.04500 -0.137
C 7.20760 1.30090 -3.48680 -0.052
C -1.26930 -2.82500 -1.10990 -0.255
C -0.87350 -3.55860 2.63040 -0.145
C -4.67000 -1.00790 6.92690 -0.065
C -0.62590 -4.90380 2.42470 -0.066
C -3.22390 -3.92960 2.24880 -0.122
C -1.67370 -5.76410 2.14500 -0.061
C -2.20230 -0.11650 6.02410 -0.146
C 0.89160 -4.48470 -1.01880 -0.030
C 2.63020 3.92750 -1.52870 -0.346
C 7.15080 4.05300 0.16070 -0.079
C 2.83200 5.79210 2.72580 -0.074
C 7.80220 -0.14260 -1.18720 -0.090
C -5.21140 1.57560 0.01320 -0.058
C 0.98120 -3.13770 -0.72100 -0.121
C 2.22430 3.75190 3.85000 -0.052
C -1.44830 -4.17280 -1.39480 -0.002
C 7.28880 5.35450 0.61210 -0.047
C -0.35110 -5.01300 -1.34540 -0.030
C 6.99510 0.98690 -1.12040 -0.349
H 5.38130 5.30860 -2.91330 0.112
H -1.89260 0.58580 8.01710 0.113
H -6.19370 -0.26960 -0.46490 0.116
H -3.30160 -2.33060 -0.69930 0.121
H 3.00510 5.67920 0.58930 0.113
H -2.70950 -1.79540 -2.28400 0.148
H 6.03810 2.57010 -2.22210 0.088
H 6.79460 6.77150 2.13280 0.119
H 5.19700 2.84570 2.65760 0.091
H 8.91270 -1.43420 -2.47350 0.116
H -5.78750 2.15350 -0.69220 0.114
H -4.99690 -1.70340 4.92410 0.102
H 5.49090 5.15630 3.46800 0.110
H -2.37060 0.08080 -1.30730 0.106
H 3.07580 6.84250 2.76360 0.118
H -4.89190 -1.58740 1.15520 0.089
H 2.54260 5.62210 4.83710 0.116
H -0.46160 -6.06050 -1.57230 0.120
H 1.99210 3.21720 4.75770 0.115
H -2.68790 1.92650 2.24270 0.096
H 8.39330 -0.15320 -4.51090 0.116
H -1.48900 -6.82090 2.04440 0.115
H 1.37060 5.21310 -4.38400 0.116
H 6.96690 1.85340 -4.38100 0.114
H -1.24130 0.22650 5.65750 0.040
H 7.89040 6.05220 0.05270 0.117
H 4.67970 4.06510 -0.89550 0.081
H -0.05940 -2.89100 2.88540 0.064
H 7.64930 3.73350 -0.74360 0.109
H 1.91530 -2.65710 -0.45810 0.080
H -3.78100 -5.95000 1.82940 0.114
H 1.91560 2.04230 2.59290 0.080
H 0.66400 3.96320 -2.38810 0.041
H -4.08210 -0.21900 8.82680 0.115
H 0.38160 -5.27910 2.50900 0.116
H -4.24540 -3.57180 2.22440 0.096
H -4.05330 3.25340 0.68000 0.115
H 1.77340 -5.10280 -0.98630 0.115
H -5.63110 -1.34860 7.28140 0.114
H -2.42810 -4.53850 -1.65550 0.127
H 8.02040 -0.71030 -0.29300 0.072
H 3.73170 5.87460 -4.65420 0.116
```

Calculated values
Lowest unoccupied orbital energy (alpha / beta): -6.117 / -7.369 eV
2S+1: 1
Relative energy (zero: lowest compared OMol25 entry of this formula, charge and spin): 43.9 kcal/mol
Net charge: +2
Orbital gap (alpha / beta): 6.87 / 4.06 eV

(4)
# C4H6AgO2

C4H6AgO2 as an isolated structure (ωB97M-V/def2-TZVPD, the Open Molecules 2025 dataset).

Structure (XYZ):
```
13
Properties=species:S:1:pos:R:3:nbo_charge:R:1
Ag 3.09141 0.56578 -0.57834 0.892
O 0.14474 -1.12916 -1.31250 -0.413
O -1.38137 -0.48038 0.28384 -0.493
C -3.32123 0.89208 0.05788 -0.635
C -0.24396 -0.84637 -0.15450 0.760
C 1.16114 -0.83185 0.20970 -0.373
C -1.81632 0.90421 0.08175 -0.051
H -3.68124 1.92718 0.02056 0.241
H 1.34189 -1.71051 0.85288 0.207
H -1.38457 1.24777 -0.86565 0.194
H -1.41323 1.50032 0.90887 0.201
H -3.72330 0.41262 0.95909 0.237
H -3.69131 0.36097 -0.82782 0.232
```

Calculated values
Lowest unoccupied orbital energy: -5.673 eV
2S+1: 1
Relative energy (zero: lowest compared OMol25 entry of this formula, charge and spin): 28.6 kcal/mol
Net charge: +1
Orbital gap: 9.04 eV

(5)
# C19H23N2O4W

C19H23N2O4W as an isolated structure (ωB97M-V/def2-TZVPD, the Open Molecules 2025 dataset).

Structure (XYZ):
```
49
Properties=species:S:1:pos:R:3:nbo_charge:R:1
W 0.29596 0.38283 -0.28671 1.566
O -3.08023 -1.91823 0.19222 -0.549
O -0.11729 -0.00194 -2.24988 -0.667
O -1.59447 2.92567 1.38086 -0.550
O -1.02227 1.88688 -0.54965 -0.760
N -1.41155 -0.36768 0.48991 -0.639
N 0.45937 -1.89026 -0.34238 -0.769
C -1.68131 2.98761 -4.61412 -0.657
C -0.49758 0.69522 -4.48747 -0.191
C -2.32313 0.65673 1.00543 -0.345
C 0.70047 -1.58430 -4.38965 -0.636
C 1.40391 1.64241 1.24237 -0.320
C 0.05459 -0.47960 -6.51103 -0.248
C -1.06734 1.76104 -5.24911 0.115
C -0.53893 0.46972 -8.76571 -0.650
C 0.07729 -0.43683 -5.13542 0.112
C -1.05557 1.65873 -6.62156 -0.249
C -0.56380 0.83024 -3.08853 0.448
C 2.57528 0.10456 -0.02174 -0.300
C -0.89242 -2.47648 -0.55061 -0.319
C -1.64064 1.97434 0.66010 0.783
C -0.50883 0.54938 -7.26939 0.131
C 2.45599 1.28979 -0.77580 -0.264
C -1.92568 -1.58742 0.09690 0.662
C 1.73495 2.22583 -0.02215 -0.230
C 1.93672 0.31139 1.24625 -0.356
H -0.04601 -2.11210 -3.79226 0.225
H 0.94896 2.16465 2.06598 0.286
H 0.05228 -0.36356 -9.13991 0.230
H 1.13808 -2.29201 -5.09055 0.230
H -1.48176 2.45929 -7.21592 0.227
H 0.78572 -2.18839 0.57090 0.405
H -2.57316 2.73929 -4.03544 0.240
H -2.42966 0.58531 2.08312 0.238
H 1.49187 3.22981 -0.32036 0.276
H -3.31008 0.59520 0.54731 0.247
H -1.10468 -2.51941 -1.61509 0.235
H -0.98589 3.49996 -3.94837 0.233
H 3.16252 -0.75340 -0.30018 0.257
H 2.02332 -0.32918 2.10757 0.269
H -1.97864 3.69427 -5.38517 0.239
H -0.97247 -3.48142 -0.14591 0.240
H -0.16654 1.39499 -9.20903 0.242
H 2.88561 1.45246 -1.75067 0.262
H 1.10940 -2.26665 -1.02398 0.403
H -1.56817 0.34147 -9.10923 0.248
H -1.02134 1.72518 -2.67767 0.206
H 0.48658 -1.33337 -7.01916 0.224
H 1.47744 -1.23820 -3.70862 0.223
```

Calculated values
Lowest unoccupied orbital energy (alpha / beta): -4.509 / -4.440 eV
2S+1: 1
Relative energy (zero: lowest compared OMol25 entry of this formula, charge and spin): 10.7 kcal/mol
Net charge: +1
Orbital gap (alpha / beta): 6.56 / 6.67 eV

Energy per entry: -3191.07686; -266.97824; -8520.76579; -453.03835; -1215.21589 hartree
Largest force on an atom per entry: 0.40; 3.27; 2.43; 3.46; 1.92 eV/A